## w
ORCA calculation (wB97M-V/def2-TZVPD) on C2H2O3 as an isolated structure.

## Properties
HOMO, eV: -9.23

Last column: natural (NBO) charge in e.
Atoms and positions in Å:
C 0.826 -0.499 0.774  -0.094
C -0.182 -0.343 -0.070  0.454
O 0.804 -1.869 0.538  -0.200
O -0.256 -1.746 -0.342  -0.223
O -1.052 0.637 -0.678  -0.648
H 1.370 -0.197 1.633  0.225
H -1.321 0.069 -1.435  0.487

=====

## x
ORCA calculation (wB97M-V/def2-TZVPD) on a 2-piece molecular cluster, C2H2O3 overall.

## Properties
HOMO, eV: -8.84

Last column: natural (NBO) charge in e.
Atoms and positions in Å:
C 3.962 0.108 0.029  1.017
C -0.164 -0.435 -0.331  0.095
O 4.091 1.183 0.304  -0.506
O 4.027 -0.987 -0.253  -0.512
O -1.367 -0.025 -0.015  -0.662
H -0.172 -0.473 -1.511  0.067
H -1.557 0.264 0.930  0.503

=====

Here are the energies relative to the best structure, in hartree: w 0.0997; x 0.0000.

=====

## w
ORCA calculation (wB97M-V/def2-TZVPD) on an isolated ion of composition C7H12N3 and charge +1.

## Properties
Charge: +1
HOMO, eV: -12.14

Last column: natural (NBO) charge in e.
Atoms and positions in Å:
C -0.667 2.183 -1.231  -0.091
C 0.542 1.891 -0.716  0.106
C -1.061 0.661 0.205  0.222
C -1.506 -0.495 1.005  -0.230
C 0.929 -0.976 0.992  0.051
C 1.983 2.270 -0.993  -0.633
C -0.543 -2.496 -0.157  -0.472
N -1.636 1.411 -0.667  -0.420
N 0.247 0.802 0.161  -0.341
N -0.410 -1.563 0.903  -0.412
H -1.115 3.011 -1.897  0.248
H -1.645 -0.207 2.024  0.242
H -2.485 -0.934 0.623  0.270
H 1.681 -1.332 0.272  0.263
H 1.208 -0.635 1.945  0.240
H 2.299 2.514 0.013  0.229
H 2.424 1.385 -1.314  0.215
H 2.174 3.052 -1.768  0.257
H 0.236 -3.321 -0.007  0.251
H -1.447 -3.124 -0.123  0.262
H -0.686 -1.988 -1.169  0.276
H -0.519 -2.109 1.898  0.469

=====

## x
ORCA calculation (wB97M-V/def2-TZVPD) on an isolated ion of composition C7H12N3 and charge +1.

## Properties
Charge: +1
HOMO (spin up / spin down), eV: -12.40 / -12.40

Last column: natural (NBO) charge in e.
Atoms and positions in Å:
C -1.023 0.242 -0.870  -0.113
C -2.089 0.642 0.181  0.054
C -2.062 -0.656 -0.154  0.043
C 1.355 0.648 -1.086  0.201
C 3.290 -0.396 0.056  0.371
C -2.743 1.692 0.901  -0.671
C -2.759 -1.950 -0.293  -0.661
N 0.366 0.224 -0.343  -0.531
N 4.524 -0.226 0.512  -0.729
N 2.621 0.539 -0.536  -0.576
H -0.850 0.663 -1.892  0.235
H 2.765 -1.342 0.309  0.231
H -2.927 1.378 1.932  0.249
H -2.092 2.579 0.929  0.233
H -3.669 1.913 0.468  0.252
H -2.009 -2.753 -0.116  0.230
H -3.494 -2.067 0.428  0.238
H -3.140 -2.221 -1.305  0.254
H 0.629 0.160 0.646  0.383
H 5.204 -1.045 0.724  0.459
H 4.892 0.701 0.466  0.415
H 3.210 1.274 -0.958  0.434

=====

Here are the energies relative to the best structure, in hartree: w 0.0087; x 0.0000.

=====

## w
ORCA calculation (wB97M-V/def2-TZVPD) on an isolated ion of composition C7H12N3 and charge +1.

## Properties
Charge: +1
SMILES: CN1CC[NH+]=C1N1[C@@H]2C[C@@H]21
HOMO, eV: -13.59

Last column: natural (NBO) charge in e.
Atoms and positions in Å:
C -0.519 2.002 -0.050  -0.412
N -0.963 0.581 0.039  -0.364
C -2.336 0.024 0.087  -0.227
C -2.085 -1.455 -0.064  -0.224
N -0.592 -1.569 0.040  -0.552
C -0.059 -0.373 0.210  0.676
N 1.167 -0.114 0.839  -0.404
C 2.270 0.703 0.312  -0.056
C 2.458 -0.194 -0.994  -0.392
C 2.394 -0.720 0.482  -0.069
H -0.364 2.456 0.907  0.219
H 0.441 2.145 -0.617  0.228
H -1.313 2.503 -0.534  0.230
H -3.100 0.469 -0.698  0.248
H -2.671 0.293 1.098  0.222
H -2.557 -2.071 0.813  0.232
H -2.426 -1.888 -0.943  0.225
H -0.091 -2.419 0.291  0.437
H 2.444 1.618 0.711  0.249
H 1.581 -0.343 -1.647  0.214
H 3.445 -0.236 -1.504  0.253
H 2.875 -1.412 1.222  0.266

=====

## x
ORCA calculation (wB97M-V/def2-TZVPD) on an isolated ion of composition C7H12N3 and charge +1.

## Properties
Charge: +1
SMILES: C/C=N/CCc1[nH]cc[nH+]1
HOMO, eV: -13.11

Last column: natural (NBO) charge in e.
Atoms and positions in Å:
C 1.410 1.192 3.068  -0.656
C 0.905 -0.144 2.629  0.190
N 0.357 -0.177 1.490  -0.503
C -0.112 -1.356 0.839  -0.208
C 0.420 -1.318 -0.700  -0.457
C -0.333 -0.314 -1.474  0.466
N -0.254 0.996 -1.464  -0.467
C -1.075 1.564 -2.393  -0.044
C -1.674 0.543 -3.065  -0.048
N -1.167 -0.636 -2.465  -0.464
H 2.422 1.167 3.247  0.236
H 1.002 1.961 2.433  0.221
H 1.042 1.298 4.021  0.227
H 1.013 -0.927 3.430  0.175
H -1.250 -1.279 0.897  0.213
H 0.246 -2.270 1.142  0.198
H 0.309 -2.348 -1.212  0.240
H 1.451 -1.072 -0.757  0.256
H 0.165 1.585 -0.713  0.471
H -1.231 2.586 -2.405  0.250
H -2.325 0.551 -3.881  0.255
H -1.320 -1.602 -2.667  0.447

=====

Here are the energies relative to the best structure, in hartree: w 0.0996; x 0.0000.

=====

## w
ORCA calculation (wB97M-V/def2-TZVPD) on the molecule C6H11P.

## Properties
SMILES: PCC1=CCCC1
HOMO, eV: -8.23

Last column: natural (NBO) charge in e.
Atoms and positions in Å:
P 1.891 -0.869 -1.912  0.239
C 1.066 -1.626 -0.132  -0.586
C 0.324 -0.496 0.473  0.010
C 0.610 0.741 0.938  -0.224
C -0.584 1.464 1.127  -0.443
C -1.443 0.886 -0.089  -0.359
C -1.160 -0.663 0.064  -0.453
H 2.207 0.128 -1.039  -0.033
H 0.711 -0.099 -2.311  -0.030
H 1.985 -1.877 0.378  0.214
H 0.638 -2.574 -0.235  0.220
H 1.650 1.200 0.955  0.220
H -0.393 2.506 1.013  0.206
H -1.096 1.386 2.126  0.208
H -2.452 1.173 -0.154  0.200
H -0.867 1.182 -0.984  0.196
H -1.810 -1.337 0.637  0.216
H -1.278 -1.125 -0.855  0.201

=====

## x
ORCA calculation (wB97M-V/def2-TZVPD) on the molecule C6H11P.

## Properties
SMILES: C=C1CCCP1C
HOMO, eV: -8.89

Last column: natural (NBO) charge in e.
Atoms and positions in Å:
C 0.888 0.063 2.347  -0.396
C 0.316 0.010 1.169  -0.289
C -1.097 -0.925 0.872  -0.417
C -1.382 -0.524 -0.618  -0.417
C -0.869 0.881 -0.920  -0.693
P 0.773 1.231 -0.095  0.808
C 1.704 0.262 -1.318  -0.968
H 1.543 0.874 2.633  0.197
H 0.563 -0.493 3.227  0.189
H -1.024 -1.994 0.917  0.217
H -1.692 -0.550 1.673  0.211
H -0.817 -1.269 -1.272  0.199
H -2.433 -0.658 -0.888  0.217
H -0.533 1.105 -2.026  0.225
H -1.624 1.603 -0.572  0.225
H 1.317 -0.722 -1.686  0.225
H 2.827 0.096 -1.224  0.246
H 1.541 1.009 -2.221  0.222

=====

Here are the energies relative to the best structure, in hartree: w 0.0338; x 0.0000.

=====

## w
ORCA calculation (wB97M-V/def2-TZVPD) on the molecule C5H5N3.

## Properties
SMILES: C=C1C=NC=NN=C1
HOMO, eV: -9.53

Last column: natural (NBO) charge in e.
Atoms and positions in Å:
C 1.472 -1.372 -0.384  -0.318
C 0.433 -0.637 0.014  -0.174
C 0.513 0.528 0.957  0.149
N 0.002 1.674 0.767  -0.433
C -0.736 1.875 -0.386  0.192
N -1.581 1.072 -0.985  -0.279
N -1.956 -0.160 -0.407  -0.211
C -1.037 -0.957 -0.049  0.047
H 1.474 -2.320 -0.944  0.221
H 2.499 -1.047 -0.019  0.206
H 1.059 0.362 1.919  0.197
H -0.743 2.923 -0.777  0.198
H -1.398 -1.942 0.293  0.205

=====

## x
ORCA calculation (wB97M-V/def2-TZVPD) on the molecule C5H5N3.

## Properties
SMILES: N#CC1=NC=CCN1
HOMO, eV: -8.72

Last column: natural (NBO) charge in e.
Atoms and positions in Å:
N 0.935 3.321 -1.095  -0.256
C 0.388 2.346 -0.664  0.239
C 0.109 1.092 -0.132  0.295
N -0.475 1.105 1.063  -0.438
C -0.953 -0.155 1.353  -0.051
C -0.571 -1.316 0.836  -0.238
C 0.237 -1.212 -0.498  -0.258
N 0.211 0.127 -1.047  -0.546
H -1.402 -0.031 2.326  0.208
H -0.938 -2.362 1.173  0.238
H -0.003 -1.959 -1.305  0.213
H 1.322 -1.409 -0.312  0.175
H 1.140 0.452 -1.698  0.419

=====

## y
ORCA calculation (wB97M-V/def2-TZVPD) on the molecule C5H5N3.

## Properties
SMILES: C#Cc1cc(N)n[nH]1
HOMO, eV: -8.34

Last column: natural (NBO) charge in e.
Atoms and positions in Å:
C 3.349 -0.330 0.368  -0.211
C 2.206 0.018 -0.354  -0.057
C 0.739 0.179 -0.327  0.073
C -0.283 -0.775 -0.391  -0.365
C -1.376 0.142 0.073  0.326
N -2.583 -0.553 0.239  -0.841
N -1.074 1.421 0.103  -0.320
N 0.224 1.406 -0.147  -0.321
H 4.458 -0.449 0.761  0.277
H -0.642 -1.815 -0.291  0.236
H -2.536 -1.554 0.026  0.396
H -3.283 0.140 -0.110  0.400
H 0.801 2.170 0.049  0.405

=====

Here are the energies relative to the best structure, in hartree: w 0.0101; x 0.0000; y 0.0908.

=====

## w
ORCA calculation (wB97M-V/def2-TZVPD) on a 2-piece molecular cluster, C2H7NO3 overall.

## Properties
SMILES: CNC(=O)O.O
HOMO, eV: -10.29

Last column: natural (NBO) charge in e.
Atoms and positions in Å:
C -0.158 0.206 -2.605  -0.438
N -0.699 -0.528 -1.486  -0.645
C -0.358 -0.407 -0.153  0.878
O -0.575 -1.246 0.663  -0.583
O 0.246 0.790 0.154  -0.705
H -0.714 -0.045 -3.505  0.222
H 0.885 0.011 -2.849  0.183
H -0.266 1.295 -2.519  0.212
H -0.864 -1.502 -1.700  0.398
H 0.923 0.880 -0.531  0.478
O 1.235 0.777 3.174  -0.945
H 0.332 0.728 3.505  0.472
H 1.239 1.392 2.432  0.473

=====

## x
ORCA calculation (wB97M-V/def2-TZVPD) on C2H7NO3 as an isolated structure.

## Properties
HOMO, eV: -9.39

Last column: natural (NBO) charge in e.
Atoms and positions in Å:
H 0.867 0.771 -0.695  0.469
O -0.162 1.724 -1.028  -0.957
N 1.217 -0.167 0.060  -0.758
H 0.088 1.795 -1.933  0.461
H 1.819 0.219 0.765  0.414
H 1.625 -0.839 -0.554  0.407
C 0.065 -0.887 0.775  -0.341
H 0.129 -1.942 0.477  0.216
H 0.362 -1.052 1.813  0.220
C -1.355 -0.324 0.545  0.765
O -2.104 -0.224 1.517  -0.615
O -1.625 0.006 -0.675  -0.767
H -0.925 0.919 -1.067  0.485

=====

## y
ORCA calculation (wB97M-V/def2-TZVPD) on the molecule C2H7NO3.

## Properties
SMILES: ONCC(O)O
HOMO, eV: -9.98

Last column: natural (NBO) charge in e.
Atoms and positions in Å:
O -2.454 0.226 -0.773  -0.666
N -0.804 -0.090 -0.841  -0.339
C -0.664 0.145 0.536  -0.239
C 1.085 -0.049 0.537  0.364
O 1.716 0.959 -0.202  -0.740
O 1.475 -1.312 0.109  -0.718
H -2.839 -0.638 -1.001  0.463
H -0.541 0.758 -1.352  0.367
H -0.895 1.153 0.884  0.197
H -1.029 -0.676 1.153  0.207
H 1.323 0.047 1.599  0.137
H 2.649 0.954 0.063  0.483
H 0.978 -1.478 -0.712  0.484

=====

## z
ORCA calculation (wB97M-V/def2-TZVPD) on a 2-piece molecular cluster, C2H7NO3 overall.

## Properties
SMILES: CC(=O)NO.O
HOMO, eV: -9.42

Last column: natural (NBO) charge in e.
Atoms and positions in Å:
C -1.357 -0.702 -0.412  -0.716
C -0.064 -0.431 0.300  0.709
O 0.205 -0.728 1.450  -0.624
N 1.034 0.002 -0.543  -0.410
O 2.294 -0.337 -0.021  -0.566
H -2.156 -0.781 0.324  0.245
H -1.584 0.112 -1.094  0.249
H -1.301 -1.637 -0.964  0.235
H 1.017 -0.262 -1.522  0.381
H 2.068 -0.562 0.911  0.485
O -0.382 1.863 0.325  -0.976
H -0.439 1.740 1.274  0.479
H 0.664 1.723 -0.029  0.510

=====

Here are the energies relative to the best structure, in hartree: w 0.0000; x 0.0500; y 0.1232; z 0.0847.